[1]
Molecular formula: C22H63FN4O8P
Method: DFT, ωB97M-V with the def2-TZVPD basis set

**Largest force on an atom**: 2.053 eV/Å
**Calculated total energy**: -58173.0033 eV

The geometry in ORCA input format:
```
! RIJCOSX wB97M-V def2-TZVPD def2/J DEFGRID3
* xyz 1 1
P -3.193 2.319 -0.053
F -1.154 3.217 1.329
O 4.617 2.326 -2.203
O -5.239 1.625 -3.857
O 5.117 -5.067 3.768
O -0.732 -2.476 -0.537
O -3.524 3.185 -1.394
O -7.650 3.162 0.885
O 5.816 -3.719 0.417
O 2.291 -0.451 -1.238
N -3.300 0.732 -0.569
N 0.003 3.573 -1.473
N -0.048 1.250 -1.033
N -1.514 2.626 0.135
C -0.522 2.475 -0.784
C 4.490 3.760 -0.263
C -2.579 -2.312 1.011
C 7.663 -4.904 1.428
C 6.860 -3.617 1.396
C -6.662 3.579 -3.820
C 3.396 -1.372 -1.094
C -0.207 -1.986 1.770
C 4.672 4.715 -2.581
C 7.742 -2.414 1.087
C 4.665 -0.602 -0.783
C 3.809 -5.551 3.465
C -9.543 2.216 2.057
C -1.128 -2.723 0.810
C -9.722 4.410 0.842
C 3.248 -6.317 4.654
C -9.080 3.032 0.861
C 2.905 -4.394 3.073
C -6.594 2.063 -3.726
C -7.155 1.562 -2.406
C 5.063 3.572 -1.659
C 3.533 -2.193 -2.361
H 3.583 4.766 -2.684
H -8.195 1.860 -2.279
H 2.505 0.134 -1.973
H 8.530 -2.301 1.831
H 5.086 4.563 -3.577
H 8.129 -5.089 0.456
H 0.829 -2.286 1.617
H 1.904 -4.744 2.812
H 3.144 -2.027 -0.262
H -7.420 3.629 1.695
H 4.903 0.093 -1.586
H 4.776 2.931 0.384
H -9.263 2.713 2.989
H 3.927 -6.227 2.618
H -0.477 -2.185 2.808
H 3.321 -3.854 2.221
H 2.609 -2.732 -2.572
H 5.041 -4.468 4.518
H 3.168 -5.662 5.526
H -7.145 1.624 -4.556
H -2.915 -2.518 2.027
H 4.546 -0.013 0.128
H 6.369 -3.476 2.355
H 0.339 4.214 -0.747
H 2.259 -6.721 4.434
H -4.772 2.014 -3.114
H -3.226 -2.846 0.315
H -6.245 3.923 -4.766
H 3.908 -7.140 4.924
H -4.100 3.902 -1.111
H 2.818 -3.683 3.900
H -2.699 -1.241 0.816
H -7.095 0.474 -2.351
H -10.624 2.080 2.049
H 7.150 -1.499 1.067
H -10.808 4.340 0.798
H -6.076 4.038 -3.017
H 5.027 5.672 -2.199
H 8.209 -2.522 0.103
H 3.395 3.783 -0.304
H 6.148 3.503 -1.602
H 7.013 -5.749 1.648
H 0.801 1.079 -0.457
H -0.808 -1.531 -0.696
H -4.260 0.456 -0.387
H 6.235 -3.852 -0.439
H -9.323 2.502 -0.060
H 3.659 2.369 -2.264
H -9.070 1.234 2.057
H -0.770 4.088 -1.901
H -9.375 4.982 -0.018
H 3.741 -1.545 -3.218
H -6.580 1.962 -1.563
H -0.263 -0.905 1.599
H -3.184 0.631 -1.574
H -1.029 -3.798 0.962
H 4.343 -2.915 -2.270
H -7.688 3.936 -3.741
H -9.447 4.971 1.739
H 0.303 1.223 -1.987
H 4.838 4.689 0.188
H 5.502 -1.284 -0.649
H 8.447 -4.863 2.185
*
```

---

[2]
Molecular formula: C22H63N3O8
Method: DFT, ωB97M-V with the def2-TZVPD basis set

**Largest force on an atom**: 3.602 eV/Å
**Calculated total energy**: -44678.3955 eV

The geometry in ORCA input format:
```
! RIJCOSX wB97M-V def2-TZVPD def2/J DEFGRID3
* xyz 0 1
O 6.286 3.810 -23.145
O 7.922 11.074 -27.649
O 18.235 8.375 -19.617
O 0.249 0.312 -19.594
O -1.616 7.792 -19.123
O 1.623 14.593 -25.215
O 6.536 16.435 -20.557
O 2.781 6.767 -16.322
N 8.001 9.466 -30.051
N 15.149 8.001 -18.883
N 4.182 15.288 -20.077
C 14.804 8.408 -21.232
C -0.531 0.839 -21.652
C 6.357 17.453 -19.621
C 6.554 15.082 -19.988
C 8.245 12.400 -27.386
C 1.654 12.446 -26.025
C 5.595 5.812 -21.914
C 0.713 13.566 -25.533
C -1.251 9.590 -20.550
C 17.082 8.982 -20.170
C 2.839 5.745 -15.334
C 9.042 10.315 -28.053
C 5.245 14.796 -19.228
C 3.737 4.715 -15.874
C 15.812 7.980 -20.214
C 0.466 1.233 -20.563
C 4.985 13.302 -18.993
C -1.567 8.064 -20.541
C 9.346 11.444 -30.427
C 19.354 9.249 -19.190
C 6.744 4.896 -22.402
C 9.123 10.158 -29.566
H -0.722 7.546 -20.996
H 5.215 15.348 -18.289
H 8.696 9.378 -27.617
H 5.850 6.427 -21.051
H 7.321 17.673 -19.163
H 17.354 9.397 -21.141
H 14.419 9.384 -20.938
H 14.320 7.425 -18.901
H -1.504 1.181 -21.301
H 1.830 14.495 -24.283
H 20.190 8.659 -18.815
H 8.729 13.080 -28.086
H 4.688 5.343 -21.532
H 3.131 6.089 -14.342
H -2.516 8.002 -18.861
H 5.252 6.460 -22.720
H 0.267 2.280 -20.336
H 0.254 13.901 -26.463
H -0.021 13.249 -24.793
H 9.572 11.191 -31.463
H 1.188 11.605 -26.539
H 7.346 4.532 -21.569
H 15.993 6.956 -20.539
H 7.385 5.509 -23.036
H -1.998 10.072 -21.181
H 7.363 12.959 -27.072
H 2.071 6.507 -16.913
H 19.016 10.032 -18.512
H 6.902 14.420 -20.781
H 1.867 5.319 -15.089
H 5.258 12.659 -19.830
H 4.713 15.925 -20.653
H -0.226 9.807 -20.854
H 7.400 14.991 -19.307
H 8.993 12.501 -26.601
H 10.096 12.137 -30.044
H 15.337 8.505 -22.178
H 3.256 3.879 -16.382
H 16.722 9.700 -19.433
H 9.944 10.607 -27.515
H -0.582 -0.217 -21.918
H 3.533 15.914 -19.623
H 5.616 17.365 -18.827
H 0.091 0.812 -18.789
H 6.171 18.304 -20.277
H -1.553 10.115 -19.644
H 4.582 5.091 -16.450
H 4.102 4.120 -15.036
H 1.495 1.039 -20.868
H 13.976 7.699 -21.246
H 7.707 8.723 -29.433
H 7.017 3.236 -23.386
H 2.162 12.020 -25.160
H 7.177 10.036 -30.179
H 5.659 12.806 -18.295
H 9.936 9.511 -29.898
H -2.571 7.866 -20.916
H -0.345 1.395 -22.571
H 2.361 12.780 -26.784
H 4.015 13.152 -18.520
H 19.644 9.750 -20.113
H 15.895 7.822 -18.225
H 8.422 12.006 -30.556
*
```